Record 1
C22H29N3O3S in the gas phase. Source: OMol25; level of theory: wB97M-V/def2-TZVPD.

```
! wB97M-V def2-TZVPD RIJCOSX def2/J DEFGRID3
* xyz 0 1
S 7.7453 0.6737 -0.4073
O -2.3186 -1.3514 -1.3433
O -5.4404 3.2189 -1.0336
O -2.4699 -2.6628 0.4646
N 5.2872 -0.2612 -0.6192
N 5.6413 1.5369 0.8764
N 1.2530 -0.3393 0.1961
C -1.6312 -0.4768 0.8108
C -1.9049 -4.4943 -1.0423
C 0.2706 0.2500 -0.6894
C -4.1563 1.6501 0.3217
C 4.0057 -0.2661 -0.2985
C -6.1848 1.0166 -0.8019
C 4.3616 1.5192 1.1874
C -4.5011 4.2342 -0.7825
C -4.9916 -0.5884 0.5221
C 7.8141 -0.6866 -1.6097
C 0.6887 -1.4586 0.9176
C -5.2296 1.9854 -0.4938
C -6.0634 -0.2574 -0.2904
C 3.4589 0.6172 0.6253
C -2.8371 -0.0088 1.6658
C -4.0264 0.3604 0.8240
C -1.0181 0.6860 0.0228
C 6.0496 0.6406 -0.0145
C -2.1618 -1.5243 -0.1632
C -3.0063 -3.7154 -0.3379
C 2.0010 0.6043 1.0063
C -0.5614 -1.0875 1.7265
H 1.9327 0.3524 2.0725
H -0.2985 -0.3551 2.4944
H -4.4366 4.4691 0.2853
H -6.8107 -1.0008 -0.5250
H -1.7314 1.0344 -0.7240
H -3.4124 2.3868 0.5826
H -0.8000 1.5054 0.7126
H 0.0183 -0.4954 -1.4479
H 4.0472 2.2571 1.9163
H 0.7266 1.1027 -1.1972
H 8.8473 -0.7628 -1.9308
H -1.3872 -3.8479 -1.7468
H -3.5078 3.9657 -1.1571
H 1.6086 1.6228 0.8966
H -4.9092 -1.5862 0.9269
H 7.4905 -1.6028 -1.1277
H -3.6941 -3.2829 -1.0720
H -4.8625 5.1096 -1.3201
H 3.3877 -1.0000 -0.7974
H -7.0106 1.2923 -1.4379
H 1.4561 -1.8762 1.5741
H -3.5542 -4.3529 0.3594
H -1.1894 -4.8759 -0.3172
H -0.9554 -1.9745 2.2225
H 7.1648 -0.4543 -2.4468
H -3.1092 -0.8237 2.3395
H 0.4241 -2.2228 0.1796
H -2.3388 -5.3284 -1.5859
H -2.5206 0.8457 2.2685
*
```

Calculated values
Electronic energy ... -1643.90955 Ha

=====

Record 2
C22H29N3O4 in the gas phase. Source: OMol25; level of theory: wB97M-V/def2-TZVPD.

```
! wB97M-V def2-TZVPD RIJCOSX def2/J DEFGRID3
* xyz 0 1
O -2.3784 -3.2723 1.6346
O 0.0044 2.6503 -1.7350
O 3.3643 -0.0396 1.3697
O 1.1965 0.6248 0.8786
N -0.2648 2.7215 0.5176
N -2.6732 1.6418 -1.0349
N -3.1517 1.4842 1.1366
C -3.8584 -0.4559 -1.8002
C 2.0581 -0.4613 1.1441
C -2.5427 2.1754 0.2174
C 2.0483 -1.4830 0.0004
C -4.4868 -0.6340 0.9701
C -1.5064 -3.0701 0.5519
C -4.9113 -1.5880 0.0687
C -3.7303 0.4255 0.4808
C 5.0134 1.0721 2.6792
C -1.5968 3.3052 0.4641
C 1.2344 1.1092 -0.4095
C 0.2990 2.2449 -0.6230
C -3.4242 0.5037 -0.9002
C 4.8756 -1.8546 -1.8189
C 0.6360 -2.0368 -0.2671
C -4.6025 -1.5016 -1.2908
C 4.7322 -0.6554 -2.7057
C -0.2053 -2.3696 0.9625
C 1.8743 0.5198 -1.4214
C 2.5571 -0.8064 -1.2886
C 3.5350 0.7579 2.5310
C 4.0667 -0.6778 -1.3634
H 5.1765 1.6644 3.5750
H 5.5868 -0.0116 -2.8458
H 4.4881 -0.0584 -0.5859
H -2.2063 1.9829 -1.8615
H 5.8286 -2.0371 -1.3471
H -1.8163 3.7959 1.4107
H -3.6186 -0.3898 -2.8508
H 1.8480 0.9980 -2.3870
H 5.5818 0.1490 2.7503
H 2.7246 -2.2905 0.2902
H -1.2890 -4.0667 0.1600
H -0.4677 -1.4510 1.4933
H 3.1640 0.2046 3.4074
H 0.0810 -1.3083 -0.8643
H -4.9537 -2.2748 -1.9576
H -4.7293 -0.6959 2.0194
H 4.1123 -0.7464 -3.5849
H -5.4916 -2.4282 0.4185
H 2.9522 1.6842 2.4372
H 2.2426 -1.4267 -2.1372
H 4.3513 -2.7564 -2.0979
H -0.0493 2.2019 1.3577
H -1.6224 4.0236 -0.3581
H 5.3631 1.6292 1.8145
H 0.3475 -3.0163 1.6463
H -2.6929 -2.4136 1.9420
H -2.0040 -2.4876 -0.2372
H 1.6516 -0.9012 2.0715
H 0.7438 -2.9399 -0.8725
*
```

Calculated values
Electronic energy ... -1320.95674 Ha

=====

Record 3
C22H29N3O4S in the gas phase. Source: OMol25; level of theory: wB97M-V/def2-TZVPD.

```
! wB97M-V def2-TZVPD RIJCOSX def2/J DEFGRID3
* xyz 0 1
S -1.4334 -2.2886 -0.6445
O -0.7298 -1.7032 -1.7511
O 0.7097 0.0425 5.1150
O -0.7203 -3.2456 0.1447
O -3.5595 -0.2639 -2.4061
N -1.9915 -1.0962 0.3958
N -1.7425 0.9436 -1.8432
N 0.3553 2.7672 -2.6516
C -0.1330 2.6989 -1.2970
C 2.7386 -0.8011 -0.9611
C -1.2888 -0.8109 1.5758
C 2.1066 -1.4604 -3.1715
C -2.7876 0.1553 -1.5547
C 2.4834 0.2533 6.6729
C -0.7174 1.3323 -0.8988
C -1.9630 -0.3916 2.7220
C -2.9547 -3.0554 -1.2342
C 2.4922 0.5213 -1.2863
C 2.1094 -0.1133 5.2452
C -3.0293 -0.2084 -0.0851
C 2.5330 -1.7972 -1.8993
C 2.0370 0.8683 -2.5533
C 0.7932 -0.6812 2.7832
C 0.1226 -0.2565 3.9255
C 1.8694 -0.1371 -3.4976
C 0.0926 -0.9425 1.6188
C 1.7159 2.3090 -2.8853
C -1.2647 -0.1096 3.8759
C -1.2974 0.9810 -3.2294
C -0.6754 2.3370 -3.5698
H 0.6734 2.9562 -0.6085
H -1.1278 1.4133 0.1072
H 2.1940 1.2798 6.8800
H -0.2660 2.3032 -4.5806
H -1.7778 0.2178 4.7662
H -4.0105 -0.6975 -0.0346
H 3.5554 0.1484 6.8131
H -3.4868 -2.3586 -1.8715
H 1.5505 0.1196 -4.4988
H -3.0615 0.6889 0.5365
H -2.6525 -3.9306 -1.7957
H 3.0921 -1.0540 0.0284
H 2.3638 2.9633 -2.2911
H 1.8642 -0.8047 2.7815
H 2.6512 1.2938 -0.5455
H 2.3944 -1.1529 5.0329
H 1.9552 -2.2310 -3.9121
H 1.9294 2.4957 -3.9416
H -3.5322 -3.3440 -0.3661
H -2.1674 0.7900 -3.8589
H -1.4611 3.1023 -3.5445
H 0.0679 0.5696 -0.8973
H -0.9226 3.4546 -1.2003
H 0.6162 -1.2649 0.7338
H -3.0376 -0.2905 2.7093
H 2.6300 0.5460 4.5363
H 1.9658 -0.3993 7.3704
H -0.5756 0.1687 -3.3644
H 2.7053 -2.8303 -1.6392
*
```

Calculated values
Electronic energy ... -1719.12143 Ha

=====

Record 4
C22H29N3O4S in the gas phase. Source: OMol25; level of theory: wB97M-V/def2-TZVPD.

```
! wB97M-V def2-TZVPD RIJCOSX def2/J DEFGRID3
* xyz 0 1
S 0.2986 -1.0664 -1.5821
O 5.1695 -4.0879 -2.9641
O 0.5205 0.3525 -1.6151
O 0.7973 -1.1402 3.3155
O -0.8142 -1.6019 -2.3073
N 0.0665 -1.4609 0.0279
N -0.7241 0.1905 2.3269
N -1.8441 2.7954 2.8090
C 6.4625 -3.5530 -2.8031
C -4.6713 3.7215 0.8264
C -0.2537 -2.8439 0.2760
C 2.8411 -3.9275 -2.8525
C 0.3537 -0.6099 2.3104
C -1.2082 2.4498 1.5526
C -3.2469 5.2280 2.0231
C 4.1739 -2.0203 -2.1586
C 1.7911 -1.9187 -2.0598
C -3.6550 6.2651 1.2055
C 1.0047 -0.8632 0.9477
C -1.3040 1.9817 3.8780
C -3.2966 2.8312 2.7450
C -5.0848 4.7608 0.0101
C 1.7000 -3.2105 -2.5488
C -1.3818 0.4754 3.5886
C -3.7528 3.9463 1.8414
C 4.0966 -3.3208 -2.6482
C 2.7819 -5.3216 -3.3892
C -1.2761 0.9471 1.2233
C -4.5775 6.0342 0.1978
C 3.0157 -1.3201 -1.8612
H -0.1576 2.7480 1.6236
H 1.7524 -5.6471 -3.5037
H 3.0577 -0.3068 -1.4960
H 1.3411 0.0772 0.5086
H -0.9715 -3.1477 -0.4817
H -5.8012 4.5734 -0.7763
H 5.1282 -1.5428 -2.0061
H 3.2841 -5.3705 -4.3537
H -1.6752 3.0216 0.7497
H 0.6334 -3.4883 0.2269
H 6.6655 -3.2992 -1.7582
H -2.4276 0.1543 3.5272
H -3.7455 1.8826 2.4094
H 3.3038 -6.0030 -2.7192
H -0.2522 2.2593 4.0013
H -0.7019 -2.9373 1.2648
H 7.1453 -4.3393 -3.1210
H -5.0684 2.7279 0.6712
H -4.8981 6.8445 -0.4403
H 1.8742 -1.5137 1.1205
H 0.7209 -3.6347 -2.7068
H -0.7475 0.7497 0.2952
H 6.6125 -2.6689 -3.4300
H -3.6591 3.0292 3.7598
H -3.2551 7.2576 1.3539
H -0.8758 -0.0943 4.3689
H -1.8318 2.2097 4.8062
H -2.3205 0.6437 1.0866
H -2.5236 5.3959 2.8063
*
```

Calculated values
Electronic energy ... -1719.13009 Ha

=====

Record 5
2 unconnected molecules or ions with the total composition C22H29N5O6S2. Source: OMol25; level of theory: wB97M-V/def2-TZVPD.

```
! wB97M-V def2-TZVPD RIJCOSX def2/J DEFGRID3
* xyz 0 1
S 0.0424 3.7887 0.2226
S -1.9040 -1.2888 -5.1895
O -1.6817 -2.5741 -5.8703
O -3.0363 -1.2729 -4.2505
O -1.3996 2.8469 -4.0537
O 0.6427 -0.1803 -2.0227
O -1.5027 -0.8502 2.6767
O 1.1962 -2.1770 6.4891
N 1.0483 1.4083 0.2136
N -1.4709 -2.5546 4.0461
N -0.1641 1.9280 -1.7779
N -0.4754 -0.7069 -4.4363
N 0.7300 -0.4030 5.1631
C -0.8599 -1.5017 3.4892
C 0.9340 -0.9935 6.3420
C -0.0108 0.7502 -2.4825
C 1.5811 -2.4000 1.9425
C 0.5681 -1.0253 3.8280
C -2.1033 0.0524 -6.3737
C 0.3336 2.2213 -0.5185
C -1.2293 1.5866 -4.5791
C -2.4236 2.1548 -8.1592
C -1.7648 1.3470 -5.9512
C -0.5864 0.5686 -3.8510
C 1.4017 1.9738 1.4190
C -1.9359 2.3992 -6.8682
C -1.0070 -3.5098 5.0475
C 1.2191 4.0752 2.8358
C 3.0946 -1.3552 3.6035
C 0.9556 3.2514 1.6100
C 1.7087 -1.9886 3.4151
C 0.8779 -0.0893 7.5516
C 0.8179 -1.1524 -4.9726
C -2.7466 0.8537 -8.5551
C -2.5865 -0.2033 -7.6602
H 1.7505 4.9925 2.5649
H 3.1754 -0.4453 3.0097
H -2.5445 2.9773 -8.8588
H 0.5575 0.5876 5.1992
H 3.2627 -1.1240 4.6545
H -0.7056 2.6431 -2.2497
H -1.6650 3.4148 -6.5993
H -0.1093 0.3631 7.6208
H -1.6386 -4.3982 5.0238
H 0.6964 -0.1914 3.1398
H -2.4083 -2.6896 3.7002
H -3.1239 0.6635 -9.5558
H 0.2739 4.3458 3.3157
H 1.8283 3.5201 3.5554
H 1.9982 1.4457 2.1559
H 1.6503 -0.6589 -4.4596
H 0.6508 -2.9439 1.7809
H -2.8409 -1.2192 -7.9597
H 1.6792 -2.8925 4.0163
H -2.0874 3.3167 -4.5598
H -1.0714 -3.0687 6.0430
H 0.9293 -2.2325 -4.8301
H 1.5921 -1.5187 1.2975
H 3.8644 -2.0585 3.2861
H 0.0177 -3.8211 4.8558
H 0.8903 -0.9284 -6.0420
H 1.0672 -0.6854 8.4434
H 2.4069 -3.0548 1.6652
H 1.6409 0.6818 7.4633
*
```

Calculated values
Electronic energy ... -2377.32000 Ha

=====

Record 6
4 unconnected molecules or ions with the total composition C22H30BrClN2O11. Source: OMol25; level of theory: wB97M-V/def2-TZVPD.

```
! wB97M-V def2-TZVPD RIJCOSX def2/J DEFGRID3
* xyz 0 1
Br 0.3224 1.9844 -2.8712
Cl -2.2764 0.3188 -0.3610
O -6.6712 0.2757 -5.6140
O -5.1204 1.6777 -6.2132
O -6.6850 1.0670 -7.7443
O 2.9841 2.7320 -0.7929
O -1.6624 2.0480 5.4860
O 7.7460 -0.2765 4.8198
O 5.5274 -0.6616 5.1245
O 6.5675 0.6053 6.5531
O 0.3067 2.5264 4.4564
O 4.0657 -1.1112 1.7607
O -1.4491 1.5713 3.3750
N 1.5933 -4.8441 -1.9555
N 4.1369 0.8458 0.2377
C -7.8345 -0.4907 -5.9227
C -1.4511 -0.9961 -2.8032
C -0.1230 -0.9357 -1.8780
C -0.4923 -3.5899 -1.0643
C 2.3660 -0.8525 -0.0238
C 6.7185 -0.1270 5.4352
C -4.0458 -0.3838 -2.3737
C 3.6427 -0.4129 0.8130
C 7.7636 1.2377 7.0031
C -4.5182 2.5081 -7.2051
C 3.0399 1.5041 -0.5290
C 1.9732 0.3803 -0.8793
C -2.5127 0.0826 -2.1850
C -6.2082 1.0125 -6.6381
C -0.8191 2.0931 4.4405
C -0.6651 1.5547 2.1825
C 0.7473 0.3746 -1.8111
C -1.1213 2.5742 6.6963
C 0.6268 -4.7730 -1.0519
C 1.5641 -2.1655 -0.0815
C 5.5368 -1.4726 3.9477
C 0.3112 -2.1877 -1.0300
H -4.6837 0.4729 -1.9314
H 8.5241 0.4934 7.2494
H -1.8860 2.4869 7.4688
H -4.2225 -1.2766 -1.6678
H -0.2466 1.9999 7.0093
H 4.3900 1.5260 0.9833
H -5.2152 3.2811 -7.5356
H -0.3937 2.5704 1.8853
H -8.1173 -1.0428 -5.0258
H -2.3850 1.0639 -2.7740
H 5.8204 -0.8834 3.0773
H -0.8681 3.6301 6.5783
H 1.8889 -3.0368 0.5687
H -7.6233 -1.2086 -6.7183
H 6.2090 -2.3254 4.0736
H 4.5278 -1.8498 3.7943
H -4.3318 -0.6049 -3.4545
H -1.9777 -2.0089 -2.7225
H -4.1749 1.9099 -8.0520
H -3.6531 2.9940 -6.7526
H 0.5675 -5.5899 -0.2433
H -8.6638 0.1629 -6.2019
H 8.1365 1.9369 6.2513
H -1.2714 1.1138 1.3893
H 1.4922 -4.0492 -2.6152
H 7.5240 1.7986 7.9073
H 0.2281 0.9396 2.3168
H -1.2198 -3.6849 -0.1800
H -1.0279 -3.7129 -2.0768
H -1.2315 -0.8000 -3.9037
*
```

Calculated values
Electronic energy ... -4827.49003 Ha

=====

Record 7
A molecular structure, C22H30BrFInO20. Source: OMol25; level of theory: wB97M-V/def2-TZVPD.

```
! wB97M-V def2-TZVPD RIJCOSX def2/J DEFGRID3
* xyz -1 1
In -3.2321 2.5242 1.6700
Br -5.3990 -0.3352 2.7496
F -1.9260 1.4779 5.1308
O 1.6831 2.6494 2.1020
O -6.1890 5.6016 -1.3159
O 0.1110 -3.8271 -2.2964
O 2.7859 1.6744 -2.2181
O 1.5639 2.6129 4.3859
O -5.2109 4.5872 0.4858
O 3.4013 0.2803 -3.9245
O -2.7708 -2.5943 -0.1708
O -7.1798 1.9100 3.6081
O -0.7361 0.1203 3.3746
O 1.9662 -5.0694 -2.5953
O 6.1261 -5.1203 -3.5363
O -1.4141 -0.7978 -0.0907
O -4.3338 4.3593 -1.6148
O -3.2507 -0.7617 -1.4535
O 8.3801 -5.5086 -3.5617
O 7.3007 -4.9587 -1.6210
O 1.8327 -0.3596 -2.3877
O 3.4797 2.0098 3.3658
O 1.0891 -4.8415 -0.4947
C 2.7322 0.5116 -2.9313
C 7.3593 -5.2209 -2.9593
C 2.1972 2.4426 3.1885
C -5.9068 1.5434 3.2987
C 1.4407 0.1793 -1.1394
C 6.0056 -4.4526 -1.3574
C -5.2418 4.8277 -0.7095
C 3.7604 2.1115 4.7493
C -4.8392 4.6663 -2.9006
C 1.4608 -4.7623 -3.8811
C -1.0123 -1.6677 0.9504
C -5.7525 5.8209 -2.6439
C 2.4063 2.0596 5.3791
C 0.5475 -3.6078 -3.6244
C 1.7138 1.6402 -1.2948
C -1.2613 1.2698 3.8132
C -1.1917 2.5554 2.7507
C 1.0582 -4.6010 -1.6900
C 5.1884 -4.9969 -2.4839
C -4.7812 2.7410 3.3690
C -2.5412 -1.3344 -0.6435
C -1.6199 -2.9756 0.5592
H -5.2328 6.7837 -2.6910
H -5.2392 3.8260 3.2328
H -1.1162 3.5958 3.3229
H 1.9996 2.1131 -0.3513
H -6.6014 5.8412 -3.3329
H 4.7751 -5.9862 -2.2606
H -3.3213 0.8603 0.9192
H 2.0474 -0.2778 -0.3506
H 0.8628 2.1817 -1.7211
H -0.9653 -3.5622 -0.0940
H 0.9297 -5.6373 -4.2703
H -3.3535 3.8382 0.4424
H 2.3538 2.6441 6.3018
H -4.0264 4.9227 -3.5856
H 4.4033 1.2895 5.0758
H -1.4078 -1.2901 1.8993
H 2.2736 -4.5060 -4.5661
H 0.0781 -1.7180 1.0147
H 0.3855 -0.0281 -0.9414
H 1.0672 -2.6450 -3.6715
H 4.3725 -4.3267 -2.7679
H -1.8942 -3.5832 1.4259
H -4.2457 2.6673 4.4261
H 6.0463 -3.3583 -1.3609
H 2.0812 1.0349 5.5879
H -0.3014 -3.5875 -4.3134
H -5.3703 3.7914 -3.2898
H 5.6479 -4.7920 -0.3815
H 4.2729 3.0607 4.9371
H -0.3213 2.4644 1.9737
*
```

Calculated values
Electronic energy ... -5225.03165 Ha